No. 1
A 2-piece molecular cluster, C5H10O overall, computed with ωB97M-V/def2-TZVPD.

Positions of all 16 atoms, in Å:
C -1.04 0.13 -1.81
C 0.33 -0.92 0.60
C 1.62 -1.11 -0.10
C 0.25 0.40 1.28
C -1.14 0.96 1.52
O -2.16 0.32 1.54
H -0.74 -0.36 -2.74
H -0.34 0.94 -1.58
H -2.05 0.55 -1.92
H -1.06 -0.60 -0.99
H 2.21 -1.70 0.64
H 1.52 -1.78 -0.96
H 2.21 -0.22 -0.36
H 0.63 0.13 2.28
H 0.92 1.20 0.91
H -1.16 2.06 1.70

Values from the calculation:
- energy above the lowest of the compared OMol25 structures with the same formula, charge and spin (kcal/mol) = 99.6
- total energy (Ha) = -271.59388
- total charge = 0
- lowest unoccupied orbital energy (eV) = 0.0531
- gap between HOMO and LUMO (hartree) = 0.3145
- E_HOMO (eV) = -8.51

---

No. 2
A single C5H10O molecule, computed with ωB97M-V/def2-TZVPD.

Positions of all 16 atoms, in Å:
C 1.36 -1.27 0.85
C 0.65 0.07 0.80
C -0.66 0.02 0.05
C -1.25 1.40 -0.17
C -0.44 -0.02 -1.43
H 0.73 -1.89 1.51
H 2.45 -1.18 1.21
H 1.38 -1.67 -0.21
H 0.42 0.29 1.84
H 1.30 0.83 0.41
H -1.32 -0.77 0.37
H -0.79 2.32 0.28
H -2.38 1.47 -0.02
H 0.56 -0.25 -1.91
H -1.14 -0.72 -1.97
O -0.84 1.37 -1.61

Values from the calculation:
- energy above the lowest of the compared OMol25 structures with the same formula, charge and spin (kcal/mol) = 40.6
- total energy (Ha) = -271.68795
- total charge = 0
- lowest unoccupied orbital energy (eV) = 1.1332
- gap between HOMO and LUMO (hartree) = 0.3909
- SMILES string = CCC1COC1
- E_HOMO (eV) = -9.50

---

No. 3
A single C5H10O molecule, computed with ωB97M-V/def2-TZVPD.

Positions of all 16 atoms, in Å:
C -2.09 0.44 -0.08
C -0.93 -0.50 -0.42
C 0.32 -0.41 0.47
C 1.57 -0.95 -0.06
C 1.82 0.49 0.12
O 1.06 1.42 -0.64
H -1.81 1.48 -0.29
H -2.36 0.36 0.97
H -2.99 0.22 -0.67
H -1.27 -1.54 -0.26
H -0.70 -0.44 -1.49
H 0.10 -0.34 1.52
H 2.08 -1.55 0.70
H 1.60 -1.39 -1.05
H 2.90 0.80 0.12
H 0.66 1.94 0.07

Values from the calculation:
- energy above the lowest of the compared OMol25 structures with the same formula, charge and spin (kcal/mol) = 96.9
- total energy (Ha) = -271.59826
- total charge = 0
- lowest unoccupied orbital energy (eV) = 1.0191
- gap between HOMO and LUMO (hartree) = 0.3239
- SMILES string = CC[C@H]1C[C@H]1O
- E_HOMO (eV) = -7.79

---

No. 4
A 2-piece molecular cluster, C5H10O overall, computed with ωB97M-V/def2-TZVPD.

Positions of all 16 atoms, in Å:
C 1.48 -0.88 -0.16
C 0.89 0.22 0.71
C -1.33 -0.28 1.12
C -0.56 0.64 0.56
C -1.00 0.59 -1.70
O -2.06 1.17 -1.72
H 1.46 -0.61 -1.21
H 0.98 -1.84 -0.03
H 2.52 -1.01 0.14
H 1.44 1.16 0.64
H 0.98 -0.09 1.76
H -2.01 -0.02 1.91
H -1.06 -1.33 0.97
H -0.82 1.71 0.56
H -0.02 1.10 -1.87
H -0.90 -0.52 -1.66

Values from the calculation:
- energy above the lowest of the compared OMol25 structures with the same formula, charge and spin (kcal/mol) = 79.4
- total energy (Ha) = -271.62615
- total charge = 0
- lowest unoccupied orbital energy (eV) = 0.2161
- gap between HOMO and LUMO (hartree) = 0.3350
- SMILES string = C=CCC.C=O
- E_HOMO (eV) = -8.90

---

No. 5
A single C5H10O molecule, computed with ωB97M-V/def2-TZVPD.

Positions of all 16 atoms, in Å:
C -1.43 0.35 -0.42
C -0.61 0.10 0.78
C -1.15 -1.25 0.53
O 0.70 -1.07 -0.84
C 0.85 -0.15 0.24
C 1.65 1.03 -0.28
H -2.51 0.40 -0.34
H -0.14 -0.78 -1.26
H -1.06 1.12 -1.13
H -0.70 0.64 1.72
H -2.17 -1.57 0.50
H -0.45 -2.09 0.74
H 1.41 -0.67 1.03
H 2.59 0.64 -0.70
H 1.89 1.76 0.50
H 1.12 1.54 -1.09

Values from the calculation:
- energy above the lowest of the compared OMol25 structures with the same formula, charge and spin (kcal/mol) = 99.0
- total energy (Ha) = -271.59491
- total charge = 0
- lowest unoccupied orbital energy (eV) = 0.5882
- gap between HOMO and LUMO (hartree) = 0.3422
- SMILES string = C[C@H](O)C1CC1
- E_HOMO (eV) = -8.72

---

No. 6
A single C5H10O molecule, computed with ωB97M-V/def2-TZVPD.

Positions of all 16 atoms, in Å:
C -1.09 1.34 -0.72
C -0.34 0.06 -1.09
C 0.31 -0.56 0.13
C 1.69 -0.04 0.51
C -0.56 -1.16 1.15
O 0.19 -1.98 0.26
H -0.46 2.04 -0.17
H -1.96 1.11 -0.09
H -1.46 1.85 -1.62
H 0.42 0.27 -1.85
H -1.02 -0.68 -1.52
H 2.45 -0.66 0.03
H 1.82 0.99 0.18
H 1.86 -0.09 1.59
H -1.64 -1.17 0.99
H -0.24 -1.19 2.19

Values from the calculation:
- energy above the lowest of the compared OMol25 structures with the same formula, charge and spin (kcal/mol) = 26.4
- total energy (Ha) = -271.71052
- total charge = 0
- lowest unoccupied orbital energy (eV) = 1.0017
- gap between HOMO and LUMO (hartree) = 0.4070
- SMILES string = CC[C@@]1(C)CO1
- E_HOMO (eV) = -10.07